DFT (ωB97M-V/def2-TZVPD) results for a molecular structure, C32H48MgN3O6P at a distorted geometry.

```
91
Properties=species:S:1:pos:R:3
P 2.10856 -1.26558 0.58102
C -1.76679 1.85924 -2.87199
C -3.63425 -0.68004 1.90917
Mg -0.09273 -0.01189 0.85539
C -2.34413 0.59570 -0.84895
C 3.80220 -3.92189 1.28924
N -1.89486 -0.27807 0.11384
C -0.01017 6.34340 1.31930
H -5.63037 3.03219 -0.89896
H 2.99827 -5.88383 -0.45578
C 4.65793 -0.61862 -1.20551
H -3.31558 -1.99574 -1.26339
H 4.84450 1.99994 -0.30117
N 0.17511 2.08364 0.93341
C 0.52147 1.59058 7.00531
H -1.03307 6.65421 1.07278
H -5.39701 3.57624 -2.56944
H 0.47442 -4.53042 0.56558
H 3.63943 -4.50751 -1.37725
H -0.23215 4.46705 3.27053
O 2.27432 -2.66571 -0.17406
H -6.06236 1.97365 -2.23703
C -0.19230 -0.11719 5.28416
H 1.90902 -4.87814 -1.43230
C -2.83375 -1.24454 0.71568
C 4.53415 -0.07730 0.21877
H -2.96949 -0.43330 2.73555
C 0.32767 2.87693 -0.12534
C -1.44703 0.94816 -1.88461
H -4.67550 -1.17032 -0.49836
H 5.36962 -0.01576 -1.76959
C -0.06244 4.02631 2.29918
H 0.37512 0.74708 7.68633
H -0.09384 2.96856 8.24889
C -3.61034 1.21175 -0.90021
C 0.07585 4.85026 1.19299
C 4.10398 1.38887 0.21604
H 0.42840 4.85562 -0.93332
H -0.49405 0.42482 -1.90636
O 1.48158 -0.31640 -0.40324
H 0.55128 3.12729 4.78780
O 1.29367 -1.35555 1.83741
H 6.62973 0.37762 0.47888
H 5.01254 -1.65072 -1.18247
H 4.03575 -4.92688 1.64060
H 3.13960 1.48977 -0.28162
H -4.36518 -1.41586 2.25696
H -2.60640 -3.06379 1.90595
C 1.35589 -4.48383 1.20651
C 0.29426 4.25548 -0.04277
H -4.21267 -2.77922 0.05116
C 5.86261 -0.23589 0.95114
H 0.66165 6.79824 0.58412
H -3.28727 3.17278 -3.64858
H -1.11359 -2.12192 1.73769
H 5.74879 0.06760 1.99272
H -4.16862 0.22837 1.63808
H 1.14094 -3.82623 2.04501
C -0.05969 1.71653 3.27962
H 4.00657 1.74477 1.24376
C -0.45456 -0.43348 3.96317
O 0.32892 6.72293 2.63880
H 0.08694 1.53677 -3.92720
H 3.69120 -0.59313 -1.70469
C -5.33577 2.71736 -1.90137
N -0.39535 0.45776 2.98056
C -3.82603 -1.82454 -0.31426
C 0.18454 1.17994 5.59987
H -0.26804 -0.87473 6.05262
C -2.01624 -2.44743 1.22365
H 3.64539 -3.26888 2.14694
C 0.24830 2.11149 4.57551
H -1.23665 2.11863 -4.94318
H -4.34799 1.01013 -0.13728
C -3.95061 2.12217 -1.89386
C 2.79178 -4.86772 -0.79234
C -3.02738 2.45716 -2.87524
H 1.57538 -5.48536 1.57823
H -0.42212 3.23073 -3.85462
O -0.30610 2.69160 7.35287
H 0.24024 7.67569 2.72357
C -0.77731 2.20131 -3.95708
H 6.17662 -1.28034 0.93030
C 2.55272 -3.96280 0.41098
H 1.57910 1.87812 7.04717
H 4.65136 -3.54299 0.71779
H -1.70851 -3.06551 0.37786
H 0.49089 2.38071 -1.07078
C 0.01387 2.64968 2.13657
H -0.72173 -1.44365 3.68255
O 3.59120 -0.83916 1.00944
```

Its total energy is -65460.233 eV. As for the total charge: 0. The value obtained for the energy above the lowest of the compared OMol25 structures with the same formula, charge and spin is 5.8 kcal per mole.